# C4H6O2

A molecular structure, C4H6O2 (ωB97M-V/def2-TZVPD, the Open Molecules 2025 dataset).

Atoms and positions in Å:
1 O 2.439 -0.504 -0.280
2 C 1.766 0.445 0.302
3 C 0.310 0.193 0.222
4 C -0.535 -0.535 -0.765
5 C -1.663 -0.170 0.214
6 O -0.647 0.455 1.078
7 H 1.983 0.725 1.370
8 H 1.736 1.490 -0.193
9 H -0.282 -1.594 -0.828
10 H -0.574 -0.100 -1.765
11 H -2.148 -0.986 0.748
12 H -2.386 0.582 -0.102

Summary:
Energy above the lowest of the compared OMol25 structures with the same formula, charge and spin   4.497 eV
Maximum force   0.85 eV/A
Frontier orbital gap   7.376 eV
Net charge   0
Multiplicity   1
HOMO energy   -0.2801 hartree



# C4H6O2

C4H6O2 in the gas phase at a distorted geometry (ωB97M-V/def2-TZVPD, the Open Molecules 2025 dataset).

Atoms and positions in Å:
1 O -2.230 0.344 0.160
2 C -1.121 -0.083 -0.021
3 C -0.225 -1.070 0.733
4 C 0.959 -0.176 0.281
5 C 0.073 0.421 -0.843
6 O 0.179 1.758 -1.194
7 H -0.426 -1.148 1.801
8 H -0.223 -2.074 0.290
9 H 1.890 -0.664 -0.017
10 H 1.182 0.652 1.002
11 H 0.157 -0.184 -1.752
12 H -0.183 2.248 -0.424

Summary:
Energy above the lowest of the compared OMol25 structures with the same formula, charge and spin   1.372 eV
Maximum force   1.06 eV/A
Frontier orbital gap   10.392 eV
Structure (SMILES)   O=C1CC[C@@H]1O
Net charge   0
Multiplicity   1
HOMO energy   -0.3542 hartree



> What is the net charge in the first record?

0